Entry 1:
{
  "formula": "C25H54ClN14O21S2",
  "method": "ωB97M-V/def2-TZVPD",
  "species": ["S", "C", "C", "C", "C", "N", "C", "C", "C", "C", "C", "C", "C", "C", "S", "C", "N", "N", "C", "O", "C", "N", "Cl", "H", "H", "H", "H", "H", "H", "H", "H", "H", "H", "H", "H", "H", "H", "H", "H", "H", "H", "H", "H", "H", "H", "H", "H", "C", "N", "O", "O", "H", "H", "H", "C", "N", "O", "O", "H", "H", "H", "C", "N", "O", "O", "H", "H", "H", "C", "N", "O", "O", "H", "H", "H", "C", "N", "O", "O", "H", "H", "H", "C", "N", "O", "O", "H", "H", "H", "C", "N", "O", "O", "H", "H", "H", "C", "N", "O", "O", "H", "H", "H", "C", "N", "O", "O", "H", "H", "H", "C", "N", "O", "O", "H", "H", "H"],
  "coordinates": [[8.39092, -3.47908, -1.23993], [7.41806, -2.12486, -0.41758], [6.37260, -1.37416, -1.42792], [6.29113, 0.23686, -1.13117], [4.72386, 0.63313, -1.20976], [3.78135, -0.01416, -2.08886], [2.47066, 0.57685, -1.84210], [1.23962, -0.00540, -2.67303], [-0.06696, 0.92909, -2.69457], [-1.07604, 0.66074, -1.44158], [-2.47266, 1.39570, -1.84111], [-3.77726, 0.50518, -1.54994], [-4.24405, 0.63575, 0.00277], [-5.54479, -0.34734, 0.19748], [-4.95650, -2.01085, 0.79796], [-4.78605, -3.21246, -0.58486], [-5.52455, -3.40712, -1.80102], [-4.92927, -4.48542, -2.41032], [-3.85339, -4.98211, -1.61465], [-3.74261, -4.17692, -0.44404], [2.58472, 1.68237, -0.77741], [4.01104, 1.63845, -0.42840], [4.72709, 2.64263, 0.75531], [9.56573, -3.68660, -0.50345], [8.16590, -1.33036, -0.07400], [6.89249, -2.53597, 0.51876], [6.67564, -1.60738, -2.51386], [5.35186, -1.86368, -1.21538], [6.61366, 0.40754, -0.03295], [6.94672, 0.84286, -1.84214], [4.00690, -0.77061, -2.76230], [1.57636, -0.19964, -3.76101], [0.94431, -0.99993, -2.18651], [0.13853, 2.05318, -2.72444], [-0.66443, 0.62410, -3.64060], [-0.70165, 1.16705, -0.48779], [-1.20843, -0.46862, -1.25095], [-2.45719, 1.61016, -2.98144], [-2.58707, 2.40141, -1.30843], [-3.67247, -0.59200, -1.88421], [-4.64365, 0.95548, -2.16676], [-4.52145, 1.71493, 0.27218], [-3.39518, 0.20416, 0.63669], [-6.20875, 0.10596, 1.03352], [-6.19883, -0.37856, -0.74020], [-3.15382, -5.85905, -1.79882], [1.73611, 2.33803, -0.40201], [3.49935, 4.98336, 2.87480], [2.05111, 5.27241, 3.04142], [1.59062, 6.21356, 2.41294], [1.42796, 4.54474, 3.79584], [3.92427, 5.70534, 2.17883], [3.96764, 5.07093, 3.85476], [3.58740, 3.96995, 2.48230], [-9.43138, -3.65231, -0.79288], [-9.44034, -2.20560, -1.12921], [-8.50628, -1.52834, -0.72315], [-10.38397, -1.79807, -1.78928], [-8.53973, -3.87102, -0.20740], [-10.33352, -3.86098, -0.21637], [-9.42298, -4.20776, -1.73036], [-0.46071, 8.53404, 2.56673], [-1.69112, 9.09513, 1.94966], [-2.19997, 8.46165, 1.03738], [-2.10270, 10.15088, 2.40250], [-0.21249, 7.60015, 2.06814], [0.33607, 9.26540, 2.43468], [-0.67071, 8.36363, 3.62217], [2.14676, -1.47074, 1.76774], [0.91468, -0.89892, 1.16398], [0.38874, -1.52814, 0.25827], [0.51834, 0.16222, 1.62080], [2.38039, -2.40887, 1.26672], [2.94908, -0.74671, 1.62562], [1.94722, -1.63768, 2.82580], [8.73387, -0.49548, 3.71402], [7.58991, -0.17280, 2.82131], [6.47020, -0.21162, 3.30503], [7.85636, 0.10915, 1.66120], [8.35029, -0.72467, 4.70674], [9.24862, -1.35813, 3.29006], [9.38409, 0.37835, 3.74357], [8.58583, -0.00426, -6.00179], [7.95887, -0.59254, -4.78917], [7.12204, -1.46642, -4.95660], [8.32842, -0.15681, -3.70906], [8.16392, -0.48442, -6.88310], [8.36550, 1.06279, -6.00080], [9.65808, -0.18711, -5.93871], [-9.16803, 0.84540, -2.24607], [-9.03524, 2.31672, -2.41680], [-9.81906, 3.02609, -1.80551], [-8.14685, 2.70864, -3.15952], [-9.99093, 0.64375, -1.56465], [-9.36706, 0.41706, -3.22779], [-8.23014, 0.47679, -1.83654], [10.84328, -6.13321, 1.95624], [10.97465, -4.66400, 1.77228], [10.17436, -3.95039, 2.36158], [11.87389, -4.27815, 1.04422], [10.00652, -6.32986, 2.62440], [10.66521, -6.57256, 0.97520], [11.77563, -6.49478, 2.38871], [-13.55360, -3.14998, 1.82507], [-12.24037, -3.63294, 1.32406], [-12.24972, -4.40496, 0.37572], [-11.24509, -3.22103, 1.89881], [-14.34412, -3.59530, 1.22334], [-13.64121, -3.45789, 2.86648], [-13.56194, -2.06454, 1.73108], [-2.75372, 2.22554, 3.22475], [-3.64694, 1.12406, 3.67000], [-4.82052, 1.18378, 3.33671], [-3.13835, 0.23843, 4.33797], [-3.33736, 2.93762, 2.64337], [-2.34551, 2.69877, 4.11724], [-1.96570, 1.78336, 2.61532]],
  "forces_ev_per_a": [[0.13, -0.11, -0.03], [0.46, 1.44, 0.88], [0.24, -0.91, 0.31], [-1.40, -0.87, 0.89], [-1.06, 0.40, -0.40], [-0.18, 4.06, 4.00], [0.47, 1.70, 1.43], [0.17, 0.67, 0.35], [-0.79, -0.83, 0.54], [-0.34, 0.91, -0.78], [-0.21, -0.82, -0.54], [-0.62, 1.24, 0.40], [-0.35, -1.58, -1.25], [0.19, 1.72, -0.10], [-0.22, -0.87, -1.16], [-0.79, -0.96, -2.88], [3.70, -0.34, 4.43], [3.76, -1.73, 2.70], [-3.74, 3.07, -1.00], [-2.16, 0.52, -2.30], [1.25, -4.42, -3.72], [-0.75, -2.67, -2.85], [-0.14, -0.87, -0.98], [-1.35, 0.83, -0.26], [-1.06, -1.26, -0.45], [0.65, 0.71, -1.52], [-0.51, 0.58, 1.70], [1.47, 0.83, -0.42], [-0.52, -0.09, -1.88], [-1.12, -0.80, 0.90], [-0.16, 0.84, 0.79], [-0.28, 0.31, 1.80], [0.50, 1.32, -0.74], [0.01, -1.60, -0.22], [1.11, 0.65, 1.51], [-0.25, -0.97, -1.22], [0.13, 1.89, -0.35], [0.00, -0.26, 1.88], [0.22, -1.38, -0.71], [0.04, 1.63, 0.67], [1.31, -0.75, 0.82], [0.52, -1.58, -0.40], [-1.20, 0.92, -0.53], [1.13, -1.23, -1.16], [1.10, -0.27, 1.29], [-1.24, 1.55, 0.42], [1.76, -0.94, -0.28], [0.32, 0.13, -0.09], [-0.41, 0.06, 0.09], [0.20, -0.57, 0.35], [0.29, 0.44, -0.48], [-0.17, -0.05, 0.10], [-0.10, -0.13, -0.08], [-0.15, 0.22, 0.36], [0.20, -0.25, 0.17], [0.20, -0.16, 0.07], [-0.59, -0.24, -0.20], [0.53, -0.05, 0.35], [-0.09, 0.18, -0.13], [0.26, 0.00, -0.35], [-0.12, 0.12, 0.07], [0.17, -0.28, -0.08], [-0.32, 0.18, -0.14], [0.16, 0.40, 0.44], [0.15, -0.59, -0.32], [-0.16, 0.23, 0.07], [-0.15, -0.01, 0.13], [0.05, 0.15, -0.10], [0.21, -0.28, -0.01], [-0.30, 0.01, -0.17], [0.29, 0.42, 0.54], [0.16, -0.52, -0.32], [-0.14, 0.15, 0.03], [-0.12, 0.02, 0.16], [0.06, 0.16, -0.10], [0.14, -0.13, 0.31], [-0.22, -0.03, 0.28], [0.46, 0.10, -0.62], [-0.28, 0.06, 0.63], [-0.06, 0.06, -0.22], [0.03, 0.16, -0.07], [-0.02, -0.14, -0.14], [0.05, -0.04, -0.38], [-0.07, -0.17, 0.00], [0.32, 0.49, 0.39], [-0.32, -0.22, -0.46], [0.01, 0.01, 0.22], [0.14, -0.10, 0.10], [-0.11, 0.13, 0.09], [-0.17, 0.10, 0.10], [-0.12, 0.25, -0.01], [0.53, -0.18, -0.40], [-0.42, -0.03, 0.40], [0.19, 0.15, -0.15], [0.13, 0.04, 0.11], [-0.14, 0.08, -0.19], [-0.20, -0.28, 0.19], [0.12, 0.20, -0.01], [0.39, -0.09, -0.36], [-0.65, -0.05, 0.41], [0.13, 0.14, -0.11], [0.16, 0.06, 0.08], [-0.05, 0.05, -0.19], [-0.38, -0.01, -0.05], [0.00, -0.08, -0.02], [0.10, 0.35, 0.58], [-0.43, -0.31, -0.42], [0.22, 0.02, 0.04], [0.10, 0.14, -0.09], [0.09, -0.12, 0.13], [0.02, 0.32, -0.18], [-0.27, -0.26, 0.08], [0.57, -0.19, 0.19], [-0.34, 0.43, -0.38], [0.00, -0.17, 0.12], [0.05, -0.15, -0.10], [-0.01, -0.01, 0.19]],
  "e_tot_ha": -4586.71633,
  "total_charge": 1,
  "e_homo_ev": -10.0,
  "gap_ev": 6.58
}

***

Entry 2:
{
  "formula": "C25H54F3NO15P2S2Si2",
  "method": "ωB97M-V/def2-TZVPD",
  "species": ["N", "P", "Si", "C", "C", "C", "O", "O", "Si", "S", "C", "O", "C", "F", "F", "F", "P", "O", "O", "S", "H", "H", "H", "H", "H", "H", "H", "H", "H", "H", "H", "H", "H", "H", "O", "C", "O", "C", "C", "C", "H", "H", "H", "H", "H", "H", "H", "H", "O", "C", "O", "C", "C", "C", "H", "H", "H", "H", "H", "H", "H", "H", "O", "C", "O", "C", "C", "C", "H", "H", "H", "H", "H", "H", "H", "H", "O", "C", "O", "C", "C", "C", "H", "H", "H", "H", "H", "H", "H", "H", "O", "C", "O", "C", "C", "C", "H", "H", "H", "H", "H", "H", "H", "H"],
  "coordinates": [[-1.37613, 8.02068, 1.90214], [-0.31186, 7.18816, 1.07271], [-0.49204, 4.99295, 1.62073], [0.26227, 3.98312, 0.22917], [0.30649, 2.54982, 0.69434], [-1.01351, 1.85640, 0.67066], [-0.27324, 2.34463, 1.91998], [-2.09644, 4.74192, 1.90332], [-3.20551, 5.12996, 0.74346], [-4.63750, 3.54031, 0.67084], [-4.09421, 6.76850, 1.09536], [-5.44743, 6.69944, 0.57220], [-5.71737, 7.57146, -0.40570], [-5.40530, 8.84390, -0.10476], [-5.08748, 7.25450, -1.56544], [-7.04830, 7.52438, -0.65285], [0.74076, 4.74557, 3.50275], [1.35632, 6.18222, 3.94255], [2.00777, 3.81054, 3.15975], [-0.33716, 4.02950, 4.90085], [-0.93979, 8.72109, 2.48230], [1.02041, 7.59992, 1.32120], [-0.55607, 7.35226, -0.31567], [1.31259, 4.22762, 0.07571], [-0.29792, 4.00851, -0.69500], [1.15597, 1.95476, 0.41475], [-1.06470, 0.83172, 0.99229], [-1.91215, 2.43606, 0.78323], [-2.55672, 5.20979, -0.58341], [-5.21378, 3.81638, -0.50224], [-3.52732, 7.60789, 0.71750], [-4.17564, 6.88409, 2.16819], [1.99434, 6.48109, 3.28298], [2.55271, 4.20773, 2.47048], [3.97302, 0.16485, 2.42254], [3.83404, 0.22121, 3.61562], [4.10904, -0.86361, 4.35457], [4.13353, -0.83689, 5.78348], [2.75281, -1.02877, 6.37502], [3.27557, 1.46262, 4.25924], [4.61473, 0.07317, 6.14354], [4.77708, -1.66597, 6.07165], [2.07753, -0.22231, 6.08946], [2.80635, -1.06365, 7.46312], [2.31641, -1.96009, 6.01488], [2.18969, 1.43404, 4.19442], [3.64060, 2.30553, 3.69555], [3.57340, 1.61451, 5.29496], [1.97146, 1.24804, -1.36125], [2.16638, 0.05914, -1.26876], [2.09956, -0.67767, -2.37833], [2.47949, -2.06634, -2.41816], [1.33356, -2.96040, -1.99455], [2.39806, -0.61367, 0.06281], [3.37585, -2.23664, -1.83905], [2.73667, -2.26687, -3.45430], [1.03732, -2.77299, -0.96166], [1.61884, -4.00718, -2.08851], [0.45903, -2.77588, -2.61948], [1.43192, -0.81043, 0.52988], [2.97125, 0.05480, 0.69684], [2.96144, -1.54026, -0.00521], [4.38907, -4.16815, -2.25961], [4.56002, -5.35539, -2.18061], [4.49650, -6.09087, -3.29420], [4.85332, -7.48184, -3.34029], [3.71214, -8.38721, -2.93421], [4.75921, -6.03509, -0.84618], [5.75416, -7.66264, -2.75189], [5.11780, -7.66777, -4.37942], [3.41020, -8.21155, -1.90042], [3.99113, -9.43285, -3.03426], [2.84004, -8.19897, -3.56058], [3.78343, -6.21501, -0.39766], [5.32446, -5.36316, -0.20532], [5.30723, -6.97201, -0.90100], [-12.83193, 10.52860, 1.02687], [-12.11233, 9.67189, 0.60271], [-10.81244, 9.95355, 0.40236], [-9.83898, 8.95987, 0.06832], [-9.79432, 8.68787, -1.42003], [-12.64467, 8.31026, 0.21416], [-9.99952, 8.05141, 0.65041], [-8.88671, 9.37286, 0.39363], [-10.74108, 8.28911, -1.78621], [-9.01062, 7.97522, -1.65356], [-9.60262, 9.61210, -1.96516], [-13.05068, 8.36914, -0.79424], [-13.44478, 8.05232, 0.90272], [-11.90723, 7.51254, 0.25875], [3.07484, -11.27369, -3.11360], [3.80550, -12.18147, -3.39366], [5.13376, -11.96943, -3.35930], [6.09948, -13.01499, -3.50404], [6.39574, -13.31347, -4.95869], [3.27463, -13.51626, -3.86030], [5.79015, -13.90346, -2.95264], [6.99691, -12.64130, -3.01525], [5.51130, -13.67376, -5.48385], [7.17618, -14.06967, -5.04052], [6.72865, -12.40934, -5.46748], [3.06000, -13.45305, -4.92585], [2.35048, -13.71714, -3.32539], [3.94489, -14.35239, -3.67719]],
  "forces_ev_per_a": [[0.22, -0.30, -0.11], [-0.98, 0.81, 0.70], [0.49, -0.51, -0.34], [0.46, -0.51, 0.49], [-1.20, -0.44, -1.38], [0.75, 0.35, 3.24], [0.14, 0.20, 1.01], [0.24, 0.31, -0.46], [-0.97, 0.11, -0.37], [0.17, -0.34, 0.49], [0.24, -0.77, 0.26], [-0.02, 0.54, -0.36], [-0.61, -0.30, -0.03], [0.00, -0.31, -0.19], [-0.05, 0.27, 0.33], [0.78, -0.01, 0.14], [-1.12, -0.23, 1.17], [0.22, -0.26, -0.53], [0.04, 0.60, -0.31], [0.07, -0.02, 0.05], [-0.19, 0.20, 0.16], [0.19, -0.26, -0.53], [0.61, -0.22, -0.11], [0.01, 0.72, -0.37], [0.12, 0.43, -0.39], [0.34, -0.02, 0.13], [-0.29, -0.66, -1.31], [-0.50, -0.07, -1.18], [0.20, 0.05, 0.01], [0.13, 0.30, -0.12], [-0.04, 0.28, -0.07], [-0.02, 0.20, 0.25], [0.16, 0.36, 0.09], [0.28, -0.19, -0.20], [0.35, -0.18, 0.12], [-0.36, 0.30, 0.11], [0.26, -0.22, -0.12], [-0.13, -0.01, 0.27], [-0.10, 0.06, -0.12], [0.48, -0.18, 0.42], [-0.05, 0.04, -0.04], [0.04, -0.03, -0.11], [0.03, 0.05, 0.06], [0.02, -0.01, 0.01], [0.04, -0.05, 0.03], [-0.03, 0.06, -0.02], [-0.06, 0.07, -0.17], [-0.14, -0.12, 0.03], [0.13, 0.03, -0.10], [-0.19, -0.20, 0.16], [0.08, 0.02, -0.38], [-0.26, -0.06, 0.05], [-0.11, 0.10, 0.09], [0.35, 0.13, -0.24], [0.05, 0.05, 0.11], [0.02, 0.14, -0.05], [0.07, -0.04, 0.03], [0.03, -0.01, -0.03], [0.03, -0.03, -0.06], [-0.01, -0.01, -0.01], [-0.24, 0.03, -0.08], [-0.14, -0.08, 0.00], [0.09, 0.03, -0.05], [-0.12, -0.21, 0.27], [0.14, 0.05, -0.31], [-0.12, -0.26, 0.07], [0.07, 0.34, 0.10], [0.44, -0.03, -0.01], [-0.02, 0.05, 0.05], [-0.01, 0.13, -0.05], [0.05, -0.05, 0.03], [0.00, 0.19, 0.01], [0.02, -0.04, -0.07], [-0.02, -0.01, 0.00], [-0.15, 0.12, 0.02], [-0.15, -0.07, -0.02], [-0.14, 0.23, 0.12], [-0.06, -0.27, -0.27], [0.18, 0.16, 0.17], [0.11, -0.15, -0.16], [-0.28, 0.09, -0.11], [0.15, -0.22, 0.34], [-0.05, -0.01, -0.02], [-0.04, 0.10, 0.05], [0.00, -0.05, 0.04], [0.03, -0.04, -0.03], [0.06, 0.02, 0.03], [0.00, 0.01, -0.02], [-0.12, 0.13, -0.07], [0.02, 0.04, -0.15], [-0.19, -0.18, 0.08], [-0.10, -0.30, -0.30], [0.15, 0.17, 0.22], [0.14, -0.17, -0.15], [-0.14, 0.05, -0.07], [0.08, -0.22, 0.37], [-0.06, 0.00, -0.03], [-0.05, 0.10, 0.05], [0.01, -0.08, 0.03], [0.02, 0.00, 0.01], [0.06, 0.01, 0.03], [0.00, 0.01, -0.02], [-0.10, 0.13, -0.09], [0.05, 0.04, -0.14]],
  "e_tot_ha": -4526.11301,
  "total_charge": 0,
  "e_above_lowest_kcal_mol": 26.2,
  "e_homo_ev": -8.5,
  "gap_ev": 8.27
}